Record 1
DFT (ωB97M-V with the def2-TZVPD basis set) results for 14 unconnected molecules or ions with the total composition C42H98N14O14.

Element x y z (Å)
O (3.01250, -2.40992, 4.54426)
O (5.75372, -3.03704, 2.00132)
O (0.48255, 3.21091, 6.23314)
O (0.47005, -3.61161, -0.41240)
O (2.24117, -0.29253, 1.39218)
O (0.99155, 5.20401, 0.67379)
O (-0.59451, -0.38571, 6.10995)
O (-5.95222, 1.14003, -6.69910)
O (-1.56945, 2.32285, -2.66579)
O (-2.09877, -2.53562, -2.73780)
O (4.29752, 0.60086, -3.56170)
O (-6.44714, -3.07915, -1.95847)
O (-5.48666, 4.83644, 2.85662)
O (2.43961, -4.62438, -3.02965)
N (-4.07831, 0.99676, -5.41958)
N (0.47360, 3.11260, -3.33202)
N (2.08462, 5.32689, 2.64729)
N (3.77299, -0.24790, 4.16774)
N (-1.76487, 3.65488, 5.58100)
N (1.45127, -3.42850, -4.68542)
N (-1.70171, -0.48233, 4.09335)
N (4.96985, 1.47485, -1.46570)
N (0.38809, 0.03762, 0.15438)
N (-1.96669, -4.84569, -2.92241)
N (1.45820, -5.07258, 0.98892)
N (5.72978, -2.80963, -0.30543)
N (-4.79385, 3.44296, 1.12126)
N (-5.48951, -1.24584, -0.93491)
C (-3.21599, 3.85436, 5.84145)
C (1.67948, 3.96267, -2.97676)
C (-3.80458, 3.18207, 0.02492)
C (6.42785, 1.63459, -1.69318)
C (2.23693, 4.73029, 4.04997)
C (-0.73625, 3.49837, 6.48991)
C (0.94121, -3.37888, -6.03158)
C (-0.65019, -0.75829, 4.94371)
C (-2.97976, 0.09218, -4.99204)
C (4.54925, 0.69408, 3.41616)
C (-1.44771, 3.19581, 4.24036)
C (0.82011, 2.01746, -4.26956)
C (-0.63766, 3.15954, -2.51946)
C (0.04963, 1.36743, 0.61197)
C (-4.93514, 0.58985, -6.41383)
C (-4.82610, 4.60383, 1.77963)
C (-0.51249, -0.58865, -0.82687)
C (1.04925, -2.36248, -3.76692)
C (2.76493, 0.50355, 4.98253)
C (1.49661, 4.62854, 1.64021)
C (-6.64957, -0.47769, -0.51367)
C (4.34046, -3.06764, -0.56304)
C (-3.03791, 0.01498, 4.57064)
C (6.33923, -2.77014, 0.91654)
C (1.95000, -6.35877, 1.34131)
C (-1.95265, -3.64435, -2.22600)
C (-5.67359, 2.33807, 1.56147)
C (-1.76244, -1.05289, 2.83119)
C (-1.84391, -6.16211, -2.30959)
C (6.45659, -2.49644, -1.53607)
C (4.12778, 0.84501, -2.32596)
C (2.26160, -4.36683, -4.22727)
C (1.08621, -4.72376, -0.24606)
C (0.79907, -4.30377, 2.17646)
C (-4.25606, -0.68613, -0.44219)
C (-4.07789, 2.22094, -4.58479)
C (3.76806, -1.59212, 3.97751)
C (-5.46896, -2.32515, -1.71084)
C (4.55820, 1.67654, -0.09175)
C (2.05577, 6.77975, 2.68944)
C (-2.27651, -4.91560, -4.37521)
C (1.46633, -0.68680, 0.56226)
H (-3.78166, -0.05898, -1.19698)
H (6.54493, 2.71770, -1.65750)
H (-1.40850, -5.30994, -4.90356)
H (-3.82790, 2.97771, 5.62897)
H (3.15501, 1.09192, 5.81306)
H (2.23672, 3.64029, 4.05200)
H (3.72883, -3.18059, 0.33209)
H (3.52426, 1.88755, 0.18131)
H (-2.91361, 0.01748, -3.90661)
H (1.42206, -2.51616, -6.49268)
H (-4.93399, 2.83782, -4.85802)
H (0.78992, -3.22261, 2.03824)
H (3.16188, 0.58344, -1.86679)
H (3.24193, 5.02013, 4.35670)
H (-0.20414, -4.72251, 2.25604)
H (4.84303, 0.36517, 2.41936)
H (1.54739, -1.68624, 0.10755)
H (3.07178, 7.17128, 2.63895)
H (1.61971, 7.16287, 3.61202)
H (4.87745, 0.89926, 0.60253)
H (1.38400, -5.41148, -1.05263)
H (1.51847, -2.55297, -2.80170)
H (-1.86305, 3.92243, 3.54207)
H (-2.93644, 0.52374, 5.52927)
H (2.10459, 4.27508, -3.93059)
H (-0.14424, -3.28127, -6.05038)
H (1.12647, 2.42594, -5.23256)
H (2.14226, 1.01544, 4.24881)
H (-2.09242, -0.30948, 2.10554)
H (0.92611, 1.91002, 0.96617)
H (7.43970, -2.08865, -1.30086)
H (4.12139, 1.69506, 3.36062)
H (1.68186, 1.49737, -3.85122)
H (4.28001, -4.03007, -1.07114)
H (5.21505, 2.50370, 0.17741)
H (-2.60125, -3.94487, -4.74982)
H (-6.49172, 0.52796, -0.90336)
H (-0.06658, -1.47952, -1.26916)
H (1.12377, -6.84138, 1.86337)
H (-0.52700, 2.00027, -0.06265)
H (6.76919, 1.21522, -2.63961)
H (-3.25607, 0.68250, 3.73702)
H (-0.49906, 3.94926, -1.76492)
H (2.36543, 3.26056, -2.50279)
H (-3.37161, 4.19959, 6.86356)
H (7.34593, -2.33368, 1.00734)
H (-3.54483, -1.46515, -0.16760)
H (-0.05968, 1.40383, -4.46327)
H (1.48871, 5.15956, 4.71628)
H (-1.37281, -6.94543, -2.90338)
H (4.50988, -1.80588, 3.19251)
H (-6.22507, 2.05629, 0.66448)
H (0.20532, -1.30022, 4.51173)
H (1.24568, -4.22412, -6.64881)
H (2.18974, -0.21638, 5.56472)
H (5.47592, 0.94969, 3.93001)
H (-2.11354, 0.69949, -5.25462)
H (2.75804, -6.16445, 2.04659)
H (-7.61688, -0.90195, -0.78278)
H (-3.67135, -0.84679, 4.78084)
H (0.03947, -2.20143, -3.38943)
H (-1.01728, 3.89383, 7.47825)
H (-0.86440, -0.11291, -1.74225)
H (5.93222, -1.68963, -2.04812)
H (1.48573, 4.90738, -2.46875)
H (3.83886, -2.27831, -1.12293)
H (-3.86647, 1.89421, -3.56663)
H (2.04832, -6.98389, 0.45381)
H (-4.49452, -2.55526, -2.16880)
H (6.58185, -3.31172, -2.24862)
H (-2.83976, -0.85212, -5.51815)
H (-3.60298, 4.57867, 5.12471)
H (-4.26663, 2.69554, -0.83408)
H (1.38183, 7.07371, 1.88477)
H (-3.26870, 2.94859, -4.64652)
H (-4.65595, -0.32515, -6.95883)
H (-2.50127, -1.84116, 2.68680)
H (-0.58898, 1.49265, 1.48639)
H (-5.21610, 1.38283, 1.81899)
H (-1.96507, 2.25907, 4.03308)
H (-1.48725, -5.98192, -1.29549)
H (-3.48087, 4.15391, -0.34771)
H (-1.29644, -0.80819, -0.10209)
H (-6.77977, -0.18056, 0.52694)
H (-4.27195, 5.35700, 1.19837)
H (6.80503, 1.14638, -0.79459)
H (-3.01534, 2.56957, 0.46086)
H (-6.35617, 2.55884, 2.38209)
H (-0.40704, 3.14529, 3.92014)
H (2.84435, -4.89317, -4.99899)
H (-4.46189, -0.03881, 0.41029)
H (-3.15736, -5.50736, -4.62429)
H (1.24210, -1.34046, -4.09309)
H (1.48446, 3.53698, 1.78364)
H (1.37527, -4.52511, 3.07485)
H (-1.73869, -3.75766, -1.15195)
H (-0.80688, -1.45443, 2.49389)
H (-2.86325, -6.48469, -2.09748)

energy = -94664.8284 eV

---

Record 2
DFT (ωB97M-V with the def2-TZVPD basis set) results for a molecular structure, C30H33BrMgN5O3S.

Element x y z (Å)
Br (2.63280, -1.68082, -0.65753)
S (3.27180, 2.22208, -1.02260)
Mg (0.13327, -0.27733, 0.49282)
O (-1.62883, -0.93980, 1.11579)
O (-0.53281, 2.53199, 1.71938)
O (-3.51642, -1.79615, 2.47337)
N (1.96156, 0.96034, -2.95072)
N (-1.74682, -1.81545, -1.09604)
N (-7.10032, 1.15918, 1.61410)
N (-0.33099, -1.66246, -1.04009)
N (0.92424, 2.81478, -2.07163)
C (0.87375, -2.81444, -5.25409)
C (-2.62393, 2.58302, 0.62835)
C (-5.64298, -2.12114, 1.50293)
C (-4.67256, -1.35363, -0.96186)
C (1.52653, 3.30965, 2.56558)
C (-3.81066, 1.35421, 2.82355)
C (3.19861, -3.33961, -5.51123)
C (-3.96698, 2.25483, 0.58502)
C (1.97943, 1.96587, -2.06630)
C (-2.47023, 1.68472, 2.86152)
C (2.47616, -2.66754, -3.28395)
C (-2.35198, -0.96948, -0.07038)
C (-4.29623, -1.77292, 1.37407)
C (0.68297, -3.07551, -6.60217)
C (1.73204, -3.47421, -7.41732)
C (-1.87850, 2.30469, 1.76695)
C (-0.44103, 1.18579, -3.26490)
C (-6.00777, -1.70118, -0.83577)
C (2.99931, -3.60270, -6.84838)
C (0.86159, 0.68654, -3.86460)
C (1.65908, -2.33005, -2.21221)
C (0.27999, -2.25870, -2.05858)
C (-4.56653, 1.64741, 1.68620)
C (-0.40962, 4.89320, 2.22603)
C (-3.79811, -1.39203, 0.11996)
C (0.02650, 3.49486, 2.62938)
C (2.14592, -2.93310, -4.65348)
C (-6.48805, -2.08718, 0.41055)
C (-5.96720, 1.34901, 1.65299)
C (-0.27472, 2.64594, -2.88015)
H (-0.20375, 3.25859, -3.78655)
H (3.52942, -2.76681, -3.05173)
H (4.19236, -3.44246, -5.08969)
H (1.79082, 2.28116, 2.80906)
H (-4.27071, 0.83559, 3.65280)
H (0.02458, 5.63474, 2.89912)
H (-1.25574, 1.06824, -3.97993)
H (-6.00261, -2.40027, 2.48577)
H (-1.12911, 3.00965, -2.30769)
H (-4.27806, -1.04405, -1.92392)
H (-0.34100, 3.26863, 3.63697)
H (-0.34676, -2.71633, -2.81540)
H (-7.53257, -2.34594, 0.53511)
H (2.02275, 3.98179, 3.26758)
H (1.89007, 3.51275, 1.55650)
H (-6.66740, -1.66178, -1.69325)
H (-1.98245, -2.78703, -0.89763)
H (3.84004, -3.91062, -7.45955)
H (0.01685, -2.50199, -4.67532)
H (-2.61826, -1.46847, 2.14437)
H (-0.06317, 5.10451, 1.21235)
H (-0.67582, 0.58370, -2.38362)
H (2.69823, 0.27833, -2.86258)
H (1.57192, -3.68224, -8.46735)
H (1.04836, 1.16739, -4.83129)
H (0.93851, 3.47599, -1.31516)
H (-1.86045, 1.41629, 3.71389)
H (-4.55502, 2.45797, -0.29994)
H (-2.12863, 3.04375, -0.21581)
H (-2.36659, 0.05321, -0.50923)
H (-0.31195, -2.96530, -7.01881)
H (0.82912, -0.39074, -4.02481)
H (-1.49527, 4.99439, 2.25863)

energy = -131562.5014 eV
charge = -1